Entry 1:
Density functional theory data (ωB97M-V/def2-TZVPD) for a structure of composition C27H73F3HfN5O14S.

Summary:
orbital gap	2.0	eV
E_HOMO	-14.631	eV
energy	-85557.150	eV
net charge	+3
LUMO energy	-12.6	eV

Last column: Mulliken charge in e.
Cartesian coordinates (Å):
Hf1 2.60922 3.20629 -0.40284  0.9932
C1 -0.20785 -0.66806 1.01314  0.5707
F1 -0.29586 -1.05750 -0.26231  0.0058
F2 -1.03654 0.32376 1.23033  -0.3529
F3 -0.66422 -1.60927 1.85455  -0.1645
S1 1.53463 0.04628 1.36056  0.6038
O1 1.80993 1.31696 0.62828  0.2799
O2 1.64502 0.35930 2.76619  -0.3069
O3 2.35947 -1.06731 0.94703  -0.8718
C2 -2.03860 -3.24035 -1.82891  -1.0753
C3 -1.41948 -4.17120 -0.83539  1.5682
C4 -2.19852 -4.30737 0.55018  -0.8103
O4 -3.46093 -4.95690 0.29620  -0.3529
C5 -3.90012 -5.74697 1.36381  -0.8834
N1 -1.15132 -5.56561 -1.41113  -0.6484
H1 -2.94217 -3.63119 -2.29679  0.4481
H2 -1.26787 -3.22465 -2.59951  0.3861
H3 -2.19924 -2.26031 -1.37966  -0.3348
H4 -0.43756 -3.74786 -0.62391  -0.6507
H5 -2.46134 -3.38435 1.06696  0.2983
H6 -1.65367 -4.71723 1.40062  0.6448
H7 -4.96361 -5.97813 1.30323  0.2978
H8 -3.89564 -5.25580 2.33686  0.3126
H9 -3.45108 -6.72967 1.50791  0.3442
H10 -2.05832 -5.94853 -1.63658  0.3541
H11 -0.81570 -5.41393 -2.35159  0.2622
C6 6.22031 0.24976 -0.20628  -1.2683
C7 4.93612 1.01685 0.25602  1.7823
C8 5.22820 2.14214 1.24091  -1.1458
O5 3.99037 2.73951 1.56829  -0.3900
C9 3.68325 2.60998 2.98596  -0.4452
N2 4.39425 1.66496 -0.92971  -0.0190
H12 6.94058 0.98912 -0.55651  0.4584
H13 6.16477 -0.41949 -1.06483  0.2512
H14 6.80324 -0.31728 0.51950  0.4161
H15 4.13741 0.32829 0.53175  -0.4695
H16 5.94419 2.88183 0.88268  0.3559
H17 5.72161 1.79596 2.14910  0.5370
H18 3.98898 1.70375 3.50881  0.4341
H19 2.59451 2.64853 3.02142  -0.2974
H20 4.21149 3.41382 3.49870  0.4311
H21 5.17556 1.90630 -1.52251  0.3907
H22 4.12740 0.86760 -1.48928  -0.1006
C10 -2.22069 3.36301 0.33431  -1.3112
C11 -1.18449 2.95068 -0.76108  1.8827
C12 -1.44148 3.57393 -2.14909  -1.4149
O6 -0.28077 3.72743 -2.87103  -0.6449
C13 -0.49954 3.95668 -4.30136  -0.9518
N3 0.05831 3.28338 -0.08585  0.6973
H23 -1.91207 4.37831 0.58333  0.8259
H24 -2.38300 2.69185 1.17770  0.3306
H25 -3.19308 3.54162 -0.12467  0.3034
H26 -1.32696 1.88604 -0.94643  -1.4132
H27 -2.01938 4.49630 -2.09104  0.5582
H28 -2.10763 2.88850 -2.67304  0.4322
H29 -1.26814 3.30523 -4.71725  0.3277
H30 0.40602 3.95728 -4.90805  0.3515
H31 -1.04311 4.90147 -4.29996  0.4082
H32 -0.24201 2.92973 0.81128  -0.2972
H33 -0.30711 4.22164 -0.00687  0.4479
C14 0.29523 0.64998 -3.43093  -1.3232
C15 1.17524 0.64284 -2.20471  0.4577
C16 2.29576 -0.43008 -2.27903  -0.3203
O7 3.49261 -0.05933 -2.88644  -0.5930
C17 4.36719 -1.15759 -3.07992  -0.7014
N4 1.74098 1.97151 -2.26791  0.4150
H34 0.56831 0.93293 -4.44753  0.3829
H35 -0.56110 1.28889 -3.21508  0.2142
H36 -0.21584 -0.30047 -3.58440  0.3386
H37 0.40722 0.50547 -1.44354  -0.5030
H38 1.84183 -1.28764 -2.77567  0.8907
H39 2.49777 -0.74366 -1.25484  0.1668
H40 3.94995 -1.88968 -3.77134  0.3568
H41 4.61725 -1.52668 -2.08527  0.1715
H42 5.32010 -0.88750 -3.53502  0.2715
H43 0.96240 2.36939 -2.77347  0.0037
H44 2.31156 1.70532 -3.05766  0.6884
C18 -5.88716 0.59954 -3.55656  -1.4034
C19 -5.33643 0.94429 -2.16666  0.4226
C20 -3.98767 0.32972 -1.96033  -0.7598
O8 -3.42445 0.56773 -0.62721  0.2357
C21 -4.14477 -0.13615 0.34230  -1.1409
N5 -5.23833 2.35498 -2.01220  -0.4789
H45 -6.45582 1.43923 -3.95610  0.3562
H46 -6.57404 -0.23297 -3.40416  0.3517
H47 -5.14733 0.27083 -4.28643  0.3253
H48 -6.11269 0.50296 -1.54156  0.2190
H49 -3.32500 0.79472 -2.69023  0.1312
H50 -3.91682 -0.67776 -2.37030  0.3858
H51 -3.57007 -0.46115 1.20959  0.1386
H52 -4.48477 -1.06651 -0.11260  0.4853
H53 -4.99136 0.34896 0.82815  0.2975
H54 -6.06011 2.82506 -2.36407  0.2895
H55 -5.20006 2.50112 -1.01357  0.1848
C22 -0.63200 -1.51350 5.41731  -0.5032
C23 0.81771 -1.90396 5.06254  0.1063
O9 1.70215 -1.02648 5.64795  -0.5915
O10 -1.12905 -0.28767 4.73246  -0.3728
H56 -0.78941 -1.46028 6.49457  0.3246
H57 -1.39452 -2.19009 5.03144  0.3865
H58 1.05565 -1.83805 4.00087  -0.2232
H59 0.99755 -2.93235 5.37588  0.4163
H60 1.49414 -0.16283 5.28402  0.3206
H61 -2.07388 -0.25581 4.89948  0.2446
C24 2.81804 -4.20418 -0.45797  0.4308
C25 2.31219 -5.58550 -0.12031  -0.6684
O11 1.13246 -5.70721 0.67411  -0.5487
O12 3.37450 -3.61074 0.63661  -0.5629
H62 2.05679 -3.49539 -0.78388  -0.2756
H63 3.71308 -4.19566 -1.08001  0.2612
H64 3.06602 -6.15047 0.42800  0.3564
H65 2.06626 -6.20432 -0.98327  0.3449
H66 0.36973 -5.38975 0.18516  0.1418
H67 2.80521 -2.91426 0.97190  0.3655
C26 -0.97612 4.59334 3.51122  -0.7285
C27 -0.26509 3.28000 3.85878  -0.5527
O13 -0.34986 2.41995 2.74748  -0.1478
O14 -0.32060 5.44680 2.66679  -0.5302
H68 -1.11907 5.15636 4.43354  0.5766
H69 -1.93787 4.35539 3.05677  0.2862
H70 -0.53775 2.81972 4.80846  0.5026
H71 0.76805 3.58884 4.01798  0.2423
H72 -0.20515 1.54460 3.11411  -0.2741
H73 -0.76452 6.29038 2.78040  0.3439

Entry 2:
Density functional theory data (ωB97M-V/def2-TZVPD) for a cluster of 12 separate species, C27H78O18 in total.

Summary:
orbital gap	9.8	eV
SMILES string	CC(C)O.CC(C)O.CC(C)O.CC(C)O.CC(C)O.OCCO.OCCO.OCCO.OCCO.OCCO.OCCO.O
E_HOMO	-9.640	eV
energy	-66115.900	eV
LUMO energy	0.1	eV

Last column: Mulliken charge in e.
Cartesian coordinates (Å):
C1 -3.16172 3.42679 2.48923  -0.8904
C2 -1.95972 3.24180 3.40178  1.5673
C3 -2.02261 4.04143 4.69095  -1.5836
O1 -1.82805 1.86686 3.69742  -0.5025
H1 -3.38367 4.45793 2.21322  0.4770
H2 -4.04008 3.07611 3.04719  0.2929
H3 -3.03293 2.77779 1.62339  -0.1451
H4 -1.08769 3.61804 2.83590  -0.4009
H5 -1.02626 4.23294 5.07850  0.3553
H6 -2.63479 3.47801 5.39868  0.3706
H7 -2.53569 4.98680 4.51268  0.3805
H8 -1.73457 1.41980 2.84338  0.2917
C4 1.06951 -5.94135 -0.81107  -0.9601
C5 1.12762 -5.21609 0.50144  2.1366
C6 0.33475 -5.96503 1.56909  -1.5717
O2 2.50480 -5.19606 0.86606  -0.6539
H9 1.43651 -6.95947 -0.70088  0.4359
H10 1.70737 -5.43236 -1.54081  -0.1811
H11 0.06643 -5.90694 -1.24405  0.2688
H12 0.75334 -4.19447 0.38243  -0.8176
H13 -0.63518 -6.30380 1.18677  0.3531
H14 0.23758 -5.32524 2.44603  0.3599
H15 0.81102 -6.91398 1.82267  0.3448
H16 2.63694 -4.47482 1.50060  0.4007
C7 1.85030 -2.33230 -2.83537  -0.3771
C8 3.16622 -3.08004 -2.81340  0.9702
C9 3.35059 -4.10496 -3.92355  -1.4246
O3 4.30263 -2.20083 -2.70510  -0.6312
H17 1.82535 -1.50224 -2.12960  -0.0991
H18 1.03417 -3.03530 -2.64141  0.0325
H19 1.62178 -1.84369 -3.79338  0.4002
H20 3.18397 -3.65881 -1.87465  -0.1537
H21 2.81237 -3.81464 -4.82736  0.3249
H22 2.91014 -5.04502 -3.57871  0.3004
H23 4.39758 -4.31865 -4.11453  0.3684
H24 4.35878 -1.96717 -1.76952  0.2356
C10 -2.33783 -3.63083 -3.37100  -1.1001
C11 -2.82920 -3.70938 -1.92972  1.0597
C12 -3.33768 -2.38754 -1.39999  -0.9661
O4 -3.88620 -4.67837 -1.90611  -0.6224
H25 -2.55232 -4.56330 -3.88947  0.4055
H26 -1.25909 -3.47547 -3.46104  0.0983
H27 -2.78607 -2.77553 -3.88581  0.2650
H28 -1.99243 -4.09146 -1.32709  -0.1691
H29 -2.59423 -1.58711 -1.47963  -0.0875
H30 -3.63957 -2.47104 -0.35652  0.4582
H31 -4.15495 -2.03430 -2.03342  0.3603
H32 -4.24434 -4.70698 -1.01298  0.3408
C13 -0.40384 1.05400 -1.21742  -1.6489
C14 -0.79454 0.16775 -0.05852  1.2485
C15 0.08573 -1.02272 0.07760  -0.1629
O5 -0.86502 0.90376 1.21275  0.1904
H33 -0.96389 1.99153 -1.25019  0.3284
H34 -0.57101 0.54460 -2.16810  0.4510
H35 0.65016 1.34708 -1.18052  0.3341
H36 -1.84756 -0.09441 -0.19305  -0.7742
H37 1.13630 -0.76843 0.23561  -0.2555
H38 0.09820 -1.62356 -0.83527  -0.0596
H39 -0.33194 -1.68868 0.83455  0.2561
H40 0.06562 1.08834 1.39060  -0.2522
O6 4.29885 -0.99077 0.02595  -0.4650
C16 4.38743 0.44897 0.03057  0.3426
C17 4.83359 0.91412 -1.33355  -0.6348
O7 4.94589 2.31243 -1.48238  -0.5583
H41 4.82018 -1.34393 0.75355  0.2347
H42 3.39007 0.84114 0.26705  -0.3451
H43 5.06207 0.82636 0.80558  0.4397
H44 4.16589 0.48063 -2.09607  0.3372
H45 5.79108 0.46898 -1.61896  0.3419
H46 4.16151 2.77504 -1.14291  0.4222
O8 2.59660 6.16476 0.68718  -0.5253
C18 2.90265 5.05823 1.52472  -0.6293
C19 2.24774 3.86439 0.89761  0.5772
O9 2.65435 3.70512 -0.46135  -0.6804
H47 2.84976 7.00494 1.07637  0.2933
H48 3.98531 4.89261 1.62267  0.3183
H49 2.53643 5.20261 2.54875  0.4307
H50 1.16637 4.01646 0.91151  -0.0029
H51 2.58982 2.98362 1.44817  -0.3019
H52 2.96646 4.55312 -0.80811  0.3236
O10 -3.18216 1.52351 -3.15498  -0.3171
C20 -4.31164 1.17039 -2.37706  -0.0936
C21 -4.50075 2.10969 -1.23108  0.1854
O11 -5.56299 1.60168 -0.46214  -0.5898
H53 -3.13556 0.94264 -3.91826  0.2420
H54 -5.18199 1.02556 -3.02853  0.4731
H55 -4.16826 0.18710 -1.90926  -0.3176
H56 -4.57296 3.16234 -1.50627  0.4672
H57 -3.55064 2.00290 -0.68052  -0.3662
H58 -6.04346 2.31005 -0.02649  0.2885
O12 -4.98407 -0.65458 1.21994  -0.5180
C22 -4.15103 -0.07860 2.21118  0.2729
C23 -3.42055 -1.13374 2.98039  -0.0855
O13 -4.30599 -2.07834 3.59957  -0.6298
H59 -5.37665 0.07806 0.72535  0.3720
H60 -3.40101 0.46895 1.61652  -0.2858
H61 -4.58909 0.63878 2.91343  0.3792
H62 -2.85843 -0.68230 3.79950  0.2327
H63 -2.74593 -1.74142 2.36872  -0.0180
H64 -5.19862 -1.91325 3.27970  0.3599
O14 1.56126 -0.03510 3.03249  -0.2207
C24 2.83148 0.33009 3.62705  0.1683
C25 2.65711 1.20802 4.84184  -0.6845
O15 2.40930 0.47508 6.03765  -0.5619
H65 0.94401 -0.27609 3.73228  0.1453
H66 3.34304 -0.58505 3.92947  0.1949
H67 3.32928 0.91964 2.85825  0.0330
H68 1.81702 1.89547 4.65825  0.2411
H69 3.52627 1.84605 4.98931  0.4376
H70 1.54131 0.06365 6.00180  0.3245
O16 -1.28722 3.91916 -4.16510  -0.5789
C26 -0.00143 3.41418 -3.78893  0.2871
C27 1.04618 4.20832 -4.53751  -0.7025
O17 1.35066 5.42817 -3.86988  -0.5147
H71 -1.95077 3.47908 -3.62120  0.2648
H72 0.25780 3.41909 -2.72606  0.0186
H73 0.01628 2.36577 -4.12215  0.1893
H74 0.67549 4.41546 -5.54776  0.3500
H75 1.93932 3.59559 -4.65997  0.3618
H76 0.49826 5.85558 -3.72979  0.3323
O18 2.43549 -2.63510 1.88534  -0.6231
H77 2.89736 -2.19857 1.15457  0.3663
H78 1.99113 -1.90575 2.34472  0.2287